--- 1 ---
Here is one molecule with the formula C6H8N2O from the OMol25 dataset. Energies are from the ωB97M-V functional and the def2-TZVPD basis.

Geometry as ORCA input:
```
! RIJCOSX wB97M-V def2-TZVPD def2/J DEFGRID3
* xyz 0 1
C 2.787 -0.432 -0.536
C 2.085 -0.356 0.457
C -0.744 -0.895 0.154
C 1.213 -0.711 1.475
C -1.741 -1.903 -0.280
C -0.461 2.591 -0.357
N 0.008 -1.178 1.222
N 0.089 1.226 -0.180
O -0.791 0.312 -0.400
H 3.113 -0.182 -1.523
H 1.538 -0.620 2.472
H -1.368 -2.816 0.177
H -1.609 -1.953 -1.401
H -2.744 -1.766 -0.030
H -0.681 3.022 0.594
H 0.524 2.960 -0.720
H -1.219 2.700 -1.124
*
```

Calculated values
HOMO energy (spin up / spin down) = -6.99 / -8.44 eV

--- 2 ---
Here is one molecule with the formula C6H8N2O from the OMol25 dataset. Energies are from the ωB97M-V functional and the def2-TZVPD basis.

Geometry as ORCA input:
```
! RIJCOSX wB97M-V def2-TZVPD def2/J DEFGRID3
* xyz 0 1
C -0.259 -0.204 2.241
C 0.011 -0.454 0.927
C -0.756 0.568 0.247
C 0.938 -1.201 0.032
C 0.829 -0.682 -1.456
C -0.165 0.453 -1.536
N -1.469 1.307 1.063
N -1.159 0.868 2.324
O 0.322 1.758 -2.021
H 0.198 -0.737 3.055
H 1.971 -1.035 0.607
H 0.590 -2.236 0.116
H 1.700 -0.325 -1.827
H 0.472 -1.367 -2.210
H -1.111 0.000 -1.926
H -1.877 1.118 2.990
H -0.235 2.167 -2.626
*
```

Calculated values
HOMO energy = -8.92 eV
SMILES = O[C@H]1CCc2c[nH]nc21

--- 3 ---
Here is one molecule with the formula C6H8N2O from the OMol25 dataset. Energies are from the ωB97M-V functional and the def2-TZVPD basis.

Geometry as ORCA input:
```
! RIJCOSX wB97M-V def2-TZVPD def2/J DEFGRID3
* xyz 0 1
C -0.107 0.034 0.133
C -1.183 -0.453 0.868
C 0.147 -0.955 -0.792
C 1.401 1.937 -0.301
C -1.794 0.222 2.073
C 1.244 -0.971 -1.838
N -1.526 -1.664 0.447
N 0.697 1.333 0.573
O -0.703 -1.933 -0.573
H 1.966 2.714 0.063
H 1.417 1.670 -1.307
H -2.749 0.336 1.784
H -1.918 -0.450 2.830
H -1.370 1.217 2.348
H 2.139 -1.384 -1.486
H 0.926 -1.709 -2.563
H 1.413 0.056 -2.259
*
```

Calculated values
HOMO energy = -9.22 eV
SMILES = C=Nc1c(C)noc1C

Name the most stable of them. 2.

--- 1 ---
Here is one molecule with the formula C4H6ClI from the OMol25 dataset. Energies are from the ωB97M-V functional and the def2-TZVPD basis.

Geometry as ORCA input:
```
! RIJCOSX wB97M-V def2-TZVPD def2/J DEFGRID3
* xyz 0 1
C -0.477 0.236 -0.429
C 0.566 -0.343 0.200
C -1.554 -0.337 -1.296
C 1.493 0.287 1.375
Cl 0.884 -2.073 0.052
I 1.847 2.354 1.174
H -0.746 1.247 -0.242
H -1.680 0.569 -1.980
H -1.307 -1.206 -1.807
H -2.457 -0.401 -0.792
H 2.414 -0.182 1.480
H 1.015 -0.153 2.264
*
```

Calculated values
HOMO energy = -9.26 eV
SMILES = C/C=C(\Cl)CI

--- 2 ---
Here is a 2-piece molecular cluster, C4H6ClI overall from the OMol25 dataset. Energies are from the ωB97M-V functional and the def2-TZVPD basis.

Geometry as ORCA input:
```
! RIJCOSX wB97M-V def2-TZVPD def2/J DEFGRID3
* xyz 0 1
C -1.478 1.746 0.879
C -0.418 1.420 0.162
C 0.078 -1.153 -0.491
C 1.064 -1.018 -1.563
Cl 2.663 -1.848 -1.382
I 1.138 2.530 -0.845
H -1.847 2.730 1.384
H -2.024 0.937 1.211
H 0.334 -1.052 0.492
H -0.989 -1.414 -0.621
H 1.353 0.051 -1.528
H 0.768 -1.353 -2.537
*
```

Calculated values
HOMO energy (spin up / spin down) = -8.89 / -8.73 eV

Name the most stable of them. 1.